(1)
# C3H15NO3

A cluster of 4 separate species, C3H15NO3 in total in a non-equilibrium geometry (ωB97M-V/def2-TZVPD, OMol25).

Structure (ORCA input):
```
! wB97M-V def2-TZVPD RIJCOSX def2/J DEFGRID3
* xyz -1 2
H -0.698 -0.444 0.454
H -1.566 -1.069 -3.118
H -0.306 0.783 -0.833
H 2.778 1.123 1.339
O -0.663 -0.839 -2.860
H 0.905 0.531 2.420
C 0.855 1.462 1.851
H -0.480 2.580 0.682
O 2.604 -0.834 -0.988
H -2.789 -3.945 0.120
O -2.831 -3.421 -0.693
H 2.177 2.462 0.721
N 1.961 1.479 0.855
H -0.355 -1.540 -2.260
H 0.950 2.313 2.508
H -1.986 -3.643 -1.133
C -0.864 0.564 0.076
C -0.498 1.584 1.164
H -1.914 0.685 -0.197
H 2.084 -0.074 -0.666
H -1.317 1.713 1.880
H 1.955 -1.470 -1.322
*
```

Its highest occupied orbital energy (spin up / spin down) is 0.68 / -7.18 eV. The value obtained for the frontier orbital gap (spin up / spin down) is 2.566 / 10.340 eV. The relative energy (zero: lowest compared OMol25 entry of this formula, charge and spin) comes out at 0.228 eV. As for the LUMO energy (spin up / spin down): 3.25 / 3.16 eV.

In elementary charge units, the Löwdin charges are:
1. H 0.04
2. H 0.00
3. H 0.04
4. H 0.06
5. O -0.19
6. H 0.11
7. C -0.30
8. H 0.10
9. O -0.17
10. H -0.04
11. O -0.31
12. H 0.07
13. N -0.01
14. H -0.05
15. H 0.09
16. H -0.08
17. C -0.17
18. C -0.29
19. H 0.06
20. H -0.03
21. H 0.09
22. H -0.02

=====

(2)
# C3H15NO3

A cluster of 4 separate species, C3H15NO3 in total in a non-equilibrium geometry (ωB97M-V/def2-TZVPD, OMol25).

Structure (ORCA input):
```
! wB97M-V def2-TZVPD RIJCOSX def2/J DEFGRID3
* xyz -1 2
O 6.226 2.783 1.065
H -3.027 -0.775 -2.162
H 6.876 2.125 1.290
C -2.544 1.001 -0.521
H 2.878 -0.075 0.849
H -2.492 1.763 -1.294
H -1.949 -2.059 -1.584
H 0.233 0.837 -0.236
H 3.739 -1.128 1.456
C -0.264 0.144 -0.864
O -1.850 -2.221 2.056
H -3.601 0.663 -0.695
H -0.337 0.438 -1.952
C -2.548 -1.250 -1.211
H -3.321 -1.574 -0.460
H 6.522 3.101 0.197
H 0.365 -0.755 -0.768
H -2.595 1.420 0.528
H -1.571 -1.518 2.643
H -1.998 -1.626 1.270
O 2.905 -1.040 0.862
N -1.648 -0.255 -0.472
*
```

Its highest occupied orbital energy (spin up / spin down) is 0.96 / -6.38 eV. The value obtained for the frontier orbital gap (spin up / spin down) is 2.104 / 9.357 eV. The relative energy (zero: lowest compared OMol25 entry of this formula, charge and spin) comes out at 2.230 eV. As for the LUMO energy (spin up / spin down): 3.06 / 2.98 eV.

In elementary charge units, the Löwdin charges are:
1. O -0.28
2. H 0.09
3. H -0.05
4. C -0.16
5. H -0.06
6. H 0.06
7. H 0.05
8. H 0.03
9. H 0.00
10. C -0.18
11. O -0.11
12. H 0.05
13. H 0.08
14. C -0.14
15. H 0.08
16. H -0.02
17. H 0.06
18. H 0.08
19. H 0.02
20. H 0.01
21. O -0.34
22. N -0.30